No. 1
15
Properties=species:S:1:pos:R:3 method="wB97M-V/def2-TZVPD" de_lowest_kj_mol=266.0 total_energy_ev=-18640.491 charge=+1 homo_ev="-13.3 / -13.3" lumo_ha="-0.18682 / -0.18681"
C -2.1081 -0.9237 -0.3986
C -1.1407 -0.0095 -0.0396
C 0.8670 1.5415 -0.0534
C 0.1539 0.2882 -0.4576
N 1.3499 -1.1995 0.3708
O -1.9149 0.8736 0.7953
S -3.2566 0.0397 0.3949
H -2.0085 -1.9383 -0.7580
H 0.6029 2.3804 -0.7152
H 0.5273 1.8680 0.8843
H 1.9876 1.4905 -0.2179
H 0.4000 -0.1341 -1.4555
H 1.1822 -2.1513 0.1314
H 1.0318 -1.0468 1.3913
H 2.3260 -1.0788 0.1276

No. 2
26
Properties=species:S:1:pos:R:3 method="wB97M-V/def2-TZVPD" de_lowest_kj_mol=0.0 total_energy_ev=-37123.560 charge=-1 homo_ev=-6.8 lumo_ha=0.10572
C 1.5687 -0.9807 -1.8579
C 1.5628 0.5579 -1.8458
C 0.2014 1.2095 -1.6349
O -0.8785 0.4061 -2.1883
P -2.1617 0.2750 -1.2616
O -2.7999 1.5011 -0.7733
O -3.0811 -0.6184 -2.2185
O -1.6914 -0.7151 -0.0954
H 2.2891 -1.3594 -1.1305
H 0.5929 -1.3974 -1.6098
H 1.8641 -1.3706 -2.8355
H 2.0449 0.9573 -2.7420
H 2.1477 0.8787 -0.9834
H 0.1503 2.1886 -2.1146
H 0.0196 1.3405 -0.5654
H -2.5453 -1.1274 -2.8349
H -1.8424 -0.3126 0.7757
B -0.8566 -0.0912 3.3102
O 0.2848 -0.9164 3.8324
C 1.3689 -0.7106 3.1197
O 2.4427 -1.2273 3.2673
C 1.0117 0.3073 2.0091
O 1.7358 0.6740 1.1200
O -0.2428 0.6541 2.1564
F -1.3112 0.7833 4.2740
F -1.8744 -0.9058 2.8270

No. 3
58
Properties=species:S:1:pos:R:3 method="wB97M-V/def2-TZVPD" de_lowest_kj_mol=96.8 total_energy_ev=-170395.501 multiplicity=2 charge=-2 homo_ev="-0.7 / -0.9" lumo_ha="0.15428 / 0.15426" s_squared=0.76
Sr -1.0889 -1.5599 1.1157
S -2.2189 2.0976 4.2912
C -1.8717 0.7504 3.3418
S -3.0896 0.0269 2.3554
S -0.2832 0.0952 3.3152
Br -1.2338 -3.5099 4.9637
C -2.6442 -3.8449 3.7268
C -3.8494 -4.2919 4.2337
C -4.8431 -4.6041 3.3157
C -4.5776 -4.4490 1.9682
C -3.3442 -3.9474 1.5750
N -2.3757 -3.6520 2.4535
C -3.0753 -3.7264 0.0747
O -3.7445 -4.4200 -0.6949
O -2.2175 -2.8432 -0.1958
H -3.9983 -4.3921 5.2980
H -5.8037 -4.9647 3.6619
H -5.2894 -4.6931 1.1933
Cl -2.0522 0.6803 -1.0237
C -1.3969 1.5419 -2.3733
C -2.2409 2.1162 -3.3067
C -1.6919 2.7951 -4.3850
C -0.3134 2.8853 -4.5169
C 0.5202 2.3040 -3.5727
C -0.0023 1.6425 -2.4618
P 0.9863 0.6023 -1.2290
C 1.0199 1.7429 0.1859
C 1.9957 1.5094 1.1543
C 2.1789 2.4003 2.1990
C 1.3737 3.5226 2.3038
C 0.3923 3.7550 1.3547
C 0.2299 2.8848 0.2876
C 2.6413 0.8766 -1.9804
C 3.0996 -0.0296 -2.9412
C 4.3620 0.1067 -3.4953
C 5.1886 1.1552 -3.1112
C 4.7388 2.0662 -2.1659
C 3.4784 1.9289 -1.6024
H -3.3129 2.0297 -3.1834
H -2.3421 3.2453 -5.1250
H 0.1128 3.4217 -5.3570
H 1.5949 2.3787 -3.6830
H 2.6017 0.6172 1.0765
H 2.9191 2.1928 2.9611
H 1.4834 4.2028 3.1392
H -0.2676 4.6081 1.4541
H -0.5342 3.0914 -0.4495
H 2.4567 -0.8482 -3.2373
H 4.7112 -0.6111 -4.2291
H 6.1715 1.2710 -3.5537
H 5.3723 2.8934 -1.8643
H 3.1284 2.6479 -0.8722
N 0.9077 -3.0069 2.2106
H 1.0913 -2.2958 2.9153
H 1.7155 -3.0766 1.5997
H 0.7728 -3.8872 2.6903
S 1.3535 -2.4276 -1.3198
C 1.1052 -1.0044 -0.4851

No. 4
13
Properties=species:S:1:pos:R:3 method="wB97M-V/def2-TZVPD" de_lowest_kj_mol=135.0 total_energy_ev=-26950.525 homo_ev=-8.2 lumo_ha=0.02917 smiles="S[C@H]1[C@@H]2C=CS[C@H]12"
S 1.3882 2.2987 0.6282
C 0.7202 0.6636 0.6575
C -0.4941 0.4990 -0.2434
C -1.5387 -0.4661 0.0568
C -1.1430 -1.7551 -0.1093
S 0.5723 -1.9580 -0.4801
C 0.7505 -0.1531 -0.6147
H 2.8226 2.1443 0.6690
H 0.8498 0.1879 1.5801
H -0.7228 1.2814 -0.9463
H -2.4818 -0.2992 0.3750
H -1.8078 -2.5146 0.0431
H 1.0848 0.0713 -1.6159

No. 5
8
Properties=species:S:1:pos:R:3 method="wB97M-V/def2-TZVPD" de_lowest_kj_mol=13.9 total_energy_ev=-20557.737 homo_ev=-9.3 lumo_ha=0.01267 smiles="O=C=NS.O=C=O"
O -1.3738 -0.8325 1.8358
C -1.0125 0.0877 1.2083
N -0.5373 1.1032 0.7136
S -0.6335 1.7362 -0.8611
H -0.1307 2.8215 -0.6207
O 1.4456 -1.4426 -1.8635
C 1.2268 -1.6389 -0.7606
O 1.0153 -1.8347 0.3482

No. 6
20
Properties=species:S:1:pos:R:3 method="wB97M-V/def2-TZVPD" de_lowest_kj_mol=112.0 total_energy_ev=-10284.737 charge=+2 homo_ev=-18.6 lumo_ha=-0.29631
C -1.7285 -0.9431 -1.7980
C -0.4366 -1.3385 -1.0946
N 0.1697 -2.4394 -1.2920
N 0.5315 -0.3498 -0.0707
C -0.1087 0.6066 0.5674
N -1.3308 1.1798 0.6361
C 0.8473 1.3521 1.4321
N 2.1813 1.0879 1.0992
H -1.7403 0.0698 -1.6943
H -2.6244 -1.3038 -1.3621
H -1.7371 -1.3627 -2.7639
H -0.2931 -3.0292 -2.0256
H 0.9638 -2.8156 -0.7968
H -1.6605 1.7720 1.3444
H -2.0166 0.6900 0.0548
H 0.5506 2.3688 1.3422
H 0.6644 1.0333 2.3907
H 2.1130 0.2498 0.4313
H 2.8710 1.0398 1.8690
H 2.7512 1.9100 0.6415